# 1
Below is a 4-piece molecular cluster, C25H52N3O7S overall at a distorted geometry, with properties calculated with wB97M-V/def2-TZVPD.

Positions of all 88 atoms, in Å:
C1 1.414 -0.328 2.499
C2 0.702 -1.406 3.285
O1 0.956 -2.617 2.575
C3 -0.819 -1.111 3.300
O2 -1.337 -1.504 2.058
C4 -2.714 -1.279 1.829
C5 -2.961 -1.923 0.455
C6 -2.319 -1.184 -0.704
S1 -2.697 -1.995 -2.306
C7 -2.023 -3.590 -2.059
N1 -0.888 -4.062 -2.354
N2 -0.897 -5.385 -1.923
C8 -2.019 -5.598 -1.415
O3 -2.824 -4.503 -1.462
C9 -3.623 -2.006 2.834
C10 -5.139 -1.693 2.768
C11 -5.698 -1.381 4.191
C12 -5.856 -2.981 2.332
N3 -5.522 -0.613 1.836
O4 -6.138 -0.965 0.773
C13 -4.603 0.542 1.726
C14 -4.855 1.214 0.370
C15 -4.985 1.603 2.772
C16 -3.088 0.206 1.824
H1 1.290 0.631 2.986
H2 0.977 -0.316 1.507
H3 2.458 -0.596 2.370
H4 1.083 -1.502 4.302
H5 0.733 -3.360 3.143
H6 -0.915 -0.041 3.489
H7 -1.237 -1.677 4.133
H8 -2.439 -2.876 0.522
H9 -4.007 -2.161 0.288
H10 -1.240 -1.180 -0.613
H11 -2.647 -0.159 -0.814
H12 -2.366 -6.504 -0.969
H13 -3.488 -3.072 2.663
H14 -3.300 -1.845 3.856
H15 -4.949 -0.944 4.842
H16 -6.500 -0.660 4.062
H17 -6.127 -2.284 4.605
H18 -6.931 -2.858 2.286
H19 -5.621 -3.719 3.095
H20 -5.462 -3.371 1.400
H21 -4.574 0.582 -0.464
H22 -5.881 1.541 0.263
H23 -4.209 2.091 0.346
H24 -5.224 1.171 3.738
H25 -5.895 2.078 2.413
H26 -4.231 2.381 2.826
H27 -2.589 0.752 1.033
H28 -2.719 0.656 2.743
C17 1.463 4.603 -0.259
C18 1.992 3.632 0.785
C19 3.499 3.465 0.672
O5 1.351 2.364 0.638
H29 1.672 4.233 -1.267
H30 0.380 4.709 -0.171
H31 1.919 5.589 -0.152
H32 1.736 3.993 1.782
H33 3.771 3.061 -0.306
H34 3.865 2.764 1.423
H35 4.016 4.417 0.804
H36 1.566 2.028 -0.239
C20 7.834 1.212 -1.015
C21 6.622 1.974 -1.528
C22 6.632 2.078 -3.044
O6 6.587 3.278 -0.941
H37 8.757 1.729 -1.293
H38 7.813 1.146 0.074
H39 7.868 0.201 -1.424
H40 5.710 1.471 -1.203
H41 7.518 2.622 -3.386
H42 5.760 2.628 -3.398
H43 6.629 1.094 -3.509
H44 7.385 3.744 -1.210
C23 3.336 -1.083 -5.151
C24 3.687 0.397 -5.143
C25 2.883 1.164 -6.182
O7 5.084 0.571 -5.380
H45 3.567 -1.525 -6.124
H46 3.921 -1.620 -4.404
H47 2.277 -1.242 -4.943
H48 3.493 0.812 -4.152
H49 3.101 0.790 -7.186
H50 3.148 2.222 -6.165
H51 1.811 1.070 -6.003
H52 5.283 0.211 -6.251

Properties
- Relative energy (zero: lowest compared OMol25 entry of this formula, charge and spin): 0.0 kcal/mol
- 2S+1: 2
- Net charge: 0
- Frontier orbital gap (alpha / beta): 8.67 / 9.72 eV
- Expectation value of S²: 0.75
- Highest occupied orbital energy (alpha / beta): -8.239 / -9.282 eV
- Electronic energy: -2072.76167 a.u.
- E_LUMO (alpha / beta): 0.44 / 0.44 eV



# 2
Below is C25H53BBr24NO3 as an isolated structure at a distorted geometry, with properties calculated with wB97M-V/def2-TZVPD.

Positions of all 107 atoms, in Å:
O1 1.133 -2.561 -1.991
N1 0.614 -1.674 -2.655
O2 -0.698 -1.928 -2.874
C1 -1.480 -1.779 -1.617
B1 -3.082 -1.945 -2.085
O3 -3.088 -3.171 -2.959
H1 -1.272 -2.723 -0.919
H2 -1.297 -0.757 -1.072
H3 -3.731 -2.178 -1.120
H4 -3.443 -0.994 -2.676
H5 -2.788 -3.897 -2.306
Br1 -2.298 0.800 0.546
C2 -1.313 1.881 1.835
C3 0.017 2.326 1.273
Br2 1.317 0.873 1.301
H6 -1.221 1.286 2.748
H7 -1.956 2.744 2.033
H8 0.455 3.112 1.895
H9 -0.045 2.680 0.240
Br3 -1.267 -5.044 -0.190
C4 -0.141 -6.563 -0.666
C5 -0.210 -6.852 -2.147
Br4 -1.868 -7.768 -2.611
H10 -0.460 -7.404 -0.044
H11 0.872 -6.268 -0.377
H12 0.587 -7.540 -2.444
H13 -0.157 -5.953 -2.768
Br5 4.433 1.523 1.377
C6 5.559 0.003 0.901
C7 5.490 -0.286 -0.580
Br6 3.832 -1.202 -1.044
H14 5.240 -0.838 1.523
H15 6.572 0.299 1.189
H16 6.287 -0.973 -0.877
H17 5.543 0.613 -1.201
Br7 5.286 -2.912 4.092
C8 3.915 -1.599 4.536
C9 2.529 -2.179 4.376
Br8 2.015 -2.274 2.497
H18 4.094 -0.724 3.905
H19 4.103 -1.333 5.580
H20 1.782 -1.530 4.842
H21 2.432 -3.189 4.785
Br9 5.886 0.130 7.783
C10 4.515 1.443 8.227
C11 3.129 0.862 8.067
Br10 2.615 0.768 6.188
H22 4.694 2.318 7.596
H23 4.703 1.709 9.271
H24 2.382 1.512 8.533
H25 3.032 -0.147 8.476
Br11 -3.112 2.893 -4.843
C12 -1.795 2.330 -3.520
C13 -1.004 1.139 -4.008
Br12 -2.044 -0.505 -3.864
H26 -2.337 2.140 -2.590
H27 -1.141 3.197 -3.383
H28 -0.125 0.975 -3.378
H29 -0.687 1.226 -5.051
Br13 0.488 5.807 -3.668
C14 1.805 5.244 -2.345
C15 2.596 4.052 -2.833
Br14 1.556 2.409 -2.690
H30 1.263 5.054 -1.415
H31 2.459 6.110 -2.209
H32 3.475 3.888 -2.204
H33 2.913 4.139 -3.876
Br15 -5.846 3.016 -6.884
C16 -5.882 4.658 -7.935
C17 -4.488 5.083 -8.333
Br16 -3.546 5.906 -6.837
H34 -6.411 5.408 -7.339
H35 -6.479 4.417 -8.819
H36 -4.526 5.857 -9.105
H37 -3.866 4.256 -8.686
Br17 -5.774 2.186 -0.887
C18 -5.395 2.986 0.851
C19 -6.657 3.501 1.502
Br18 -7.226 5.187 0.704
H38 -4.642 3.762 0.688
H39 -4.956 2.179 1.445
H40 -6.480 3.732 2.557
H41 -7.500 2.810 1.423
Br19 -4.282 7.019 4.986
C20 -6.017 7.451 4.208
C21 -7.146 7.005 5.108
Br20 -7.425 5.078 4.987
H42 -6.045 6.993 3.216
H43 -6.017 8.540 4.100
H44 -8.093 7.450 4.788
H45 -6.978 7.238 6.163
Br21 9.447 -4.012 3.944
C22 10.314 -2.409 4.637
C23 9.301 -1.443 5.207
Br22 8.367 -0.483 3.789
H46 10.906 -1.987 3.820
H47 10.988 -2.767 5.421
H48 9.798 -0.666 5.796
H49 8.538 -1.926 5.822
Br23 -0.927 -12.927 -6.208
C24 -1.967 -11.456 -5.462
C25 -1.725 -10.173 -6.222
Br24 -0.011 -9.379 -5.737
H50 -1.709 -11.388 -4.401
H51 -3.011 -11.770 -5.557
H52 -2.472 -9.420 -5.956
H53 -1.720 -10.306 -7.307

Properties
- 2S+1: 1
- Net charge: -1
- Frontier orbital gap: 4.91 eV
- Highest occupied orbital energy: -3.634 eV
- Electronic energy: -63065.82511 a.u.
- E_LUMO: 1.28 eV



# 3
Below is a 8-piece molecular cluster, C25H53Cl4O14P overall at a distorted geometry, with properties calculated with wB97M-V/def2-TZVPD.

Positions of all 97 atoms, in Å:
C1 -1.879 4.940 -3.531
O1 -1.133 4.627 -2.361
P1 -1.642 3.463 -1.410
O2 -2.232 2.285 -2.064
O3 -2.640 4.231 -0.419
C2 -3.474 3.471 0.457
O4 -0.340 3.120 -0.556
C3 0.075 4.014 0.505
H1 -1.831 6.008 -3.723
H2 -2.947 4.721 -3.432
H3 -1.535 4.343 -4.373
H4 -3.172 3.749 1.470
H5 -3.373 2.390 0.358
H6 -4.526 3.726 0.345
H7 1.149 4.144 0.406
H8 -0.170 3.499 1.431
H9 -0.467 4.956 0.465
C4 5.779 0.989 4.353
C5 5.847 0.456 2.937
O5 4.842 1.114 2.168
C6 4.535 0.640 0.963
C7 3.432 1.398 0.328
O6 5.096 -0.291 0.464
H10 6.519 0.408 4.914
H11 4.809 0.800 4.806
H12 6.067 2.033 4.440
H13 6.815 0.637 2.458
H14 5.704 -0.627 2.872
H15 2.770 0.828 -0.320
H16 3.767 2.282 -0.221
H17 2.796 1.875 1.081
C8 0.893 -1.772 -6.538
C9 -0.508 -1.188 -6.638
O7 -1.011 -0.692 -5.409
C10 -1.220 -1.461 -4.344
C11 -1.775 -0.665 -3.186
O8 -1.013 -2.641 -4.287
H18 1.170 -2.191 -7.507
H19 0.929 -2.595 -5.824
H20 1.606 -1.008 -6.231
H21 -0.496 -0.372 -7.360
H22 -1.244 -1.910 -7.012
H23 -1.118 -0.645 -2.325
H24 -2.730 -1.137 -2.951
H25 -2.010 0.359 -3.467
C12 1.784 -3.001 1.949
C13 2.179 -2.143 0.787
O9 2.282 -2.942 -0.390
C14 1.960 -2.371 -1.547
C15 2.063 -3.308 -2.687
O10 1.551 -1.242 -1.684
H26 2.599 -3.689 2.194
H27 0.842 -3.518 1.767
H28 1.678 -2.444 2.883
H29 1.458 -1.339 0.643
H30 3.141 -1.662 0.968
H31 3.074 -3.385 -3.110
H32 1.499 -3.051 -3.582
H33 1.828 -4.342 -2.435
C16 -5.495 -2.655 -1.129
C17 -4.621 -1.743 -0.305
O11 -5.475 -0.901 0.481
C18 -4.989 -0.188 1.486
C19 -6.085 0.612 2.169
O12 -3.838 -0.219 1.856
H34 -6.136 -2.127 -1.835
H35 -6.089 -3.297 -0.482
H36 -4.864 -3.267 -1.778
H37 -3.879 -2.251 0.308
H38 -4.010 -1.107 -0.952
H39 -5.718 1.499 2.676
H40 -6.589 -0.099 2.818
H41 -6.727 0.996 1.373
C20 -1.152 -1.845 4.336
C21 -0.219 -0.821 4.917
O13 0.995 -1.378 5.440
C22 2.017 -0.556 5.649
C23 3.222 -1.319 6.165
O14 2.017 0.631 5.456
H42 -1.497 -2.556 5.090
H43 -0.647 -2.417 3.557
H44 -2.021 -1.346 3.911
H45 0.032 -0.102 4.135
H46 -0.684 -0.232 5.712
H47 3.882 -0.669 6.725
H48 3.713 -1.746 5.288
H49 2.861 -2.151 6.766
Cl1 2.980 0.638 -4.266
C24 1.470 1.365 -3.682
Cl2 1.111 2.828 -4.619
H50 0.707 0.601 -3.768
H51 1.622 1.645 -2.646
Cl3 -1.253 -1.560 0.406
C25 -0.809 0.163 0.178
Cl4 -0.080 0.766 1.692
H52 -0.063 0.269 -0.600
H53 -1.743 0.671 -0.018

Properties
- Relative energy (zero: lowest compared OMol25 entry of this formula, charge and spin): 0.0 kcal/mol
- 2S+1: 1
- Net charge: 0
- Frontier orbital gap: 10.62 eV
- SMILES: COP(=O)(OC)OC.CCOC(C)=O.CCOC(C)=O.CCOC(C)=O.CCOC(C)=O.CCOC(C)=O.ClCCl.ClCCl
- Highest occupied orbital energy: -10.048 eV
- Electronic energy: -4220.01310 a.u.
- E_LUMO: 0.58 eV